# 1
{"formula": "C41H49BrN6O4PtSTe", "method": "the ωB97M-V functional and the def2-TZVPD basis", "e_tot_ha": -5580.580141, "charge": 1, "spin_multiplicity": 2, "fmax_ev_per_a": 1.19, "s_squared": 0.75, "homo_ev": [-9.360, -9.374], "relative_energy_kcal_mol": 0.0, "elements": ["Pt", "Te", "Br", "S", "O", "O", "O", "O", "N", "N", "N", "N", "N", "N", "C", "C", "C", "C", "C", "C", "C", "C", "C", "C", "C", "C", "C", "C", "C", "C", "C", "C", "C", "C", "C", "C", "C", "C", "C", "C", "C", "C", "C", "C", "C", "C", "C", "C", "C", "C", "C", "C", "C", "C", "C", "H", "H", "H", "H", "H", "H", "H", "H", "H", "H", "H", "H", "H", "H", "H", "H", "H", "H", "H", "H", "H", "H", "H", "H", "H", "H", "H", "H", "H", "H", "H", "H", "H", "H", "H", "H", "H", "H", "H", "H", "H", "H", "H", "H", "H", "H", "H", "H", "H"], "positions_angstrom": [[1.079, 0.368, 1.116], [-1.811, 2.013, -1.134], [-1.234, 5.444, 2.148], [0.400, -2.908, 1.117], [3.304, 1.014, 4.648], [1.379, -1.794, 0.725], [-0.564, -1.006, 2.725], [1.684, 0.967, 3.148], [1.156, 2.404, 0.866], [1.493, -1.422, 4.792], [-0.865, 0.500, 1.045], [3.764, -1.721, 4.894], [2.442, -3.255, 3.761], [3.274, -0.001, 1.211], [-0.940, -1.533, -3.580], [-3.394, 4.195, -5.315], [2.168, 3.019, 0.248], [-2.041, 4.015, -5.070], [-0.874, 0.428, -2.191], [1.528, -6.667, 0.255], [2.124, -6.534, -0.990], [-2.499, 2.920, -2.967], [-2.805, -0.396, 2.227], [-3.119, -0.458, -2.999], [2.249, 4.394, 0.188], [-1.577, 3.396, -3.912], [-5.528, -0.634, 2.773], [-1.046, -2.624, 0.109], [1.178, -0.709, -2.823], [2.908, 0.887, 3.487], [-3.746, -0.109, 1.245], [2.567, -2.131, 4.480], [-3.239, -0.820, 3.482], [1.242, 5.155, 0.765], [0.188, 3.115, 1.445], [-4.593, -0.931, 3.756], [0.513, 0.317, -2.164], [1.064, -4.318, 0.258], [-3.873, 3.104, -3.196], [2.190, -5.291, -1.611], [-3.879, 4.875, -6.565], [5.258, 0.007, 2.774], [5.036, -2.109, 4.302], [0.199, 4.499, 1.392], [-1.334, -0.283, 1.997], [3.931, 0.664, 2.352], [-1.621, -0.513, -2.914], [5.276, -1.536, 2.901], [-4.960, 2.641, -2.257], [-0.084, 3.264, -3.754], [1.657, -4.173, -0.991], [1.000, -5.550, 0.890], [-4.291, 3.736, -4.363], [-5.101, -0.232, 1.516], [0.442, -1.638, -3.542], [-3.447, 0.481, -3.446], [-1.815, -3.330, 0.423], [4.576, -1.994, 2.196], [0.631, -1.512, 4.254], [5.555, 0.459, 3.722], [3.176, -1.002, 1.367], [-3.422, 0.203, 0.261], [-0.590, 2.562, 1.951], [0.939, -2.431, -4.087], [5.801, -1.733, 4.981], [4.156, 1.680, 2.012], [-5.824, -0.009, 0.742], [3.226, -3.863, 3.612], [0.277, 2.333, -4.196], [-4.571, 2.208, -1.338], [-1.514, -2.258, -4.146], [-2.502, -1.051, 4.239], [6.264, -1.890, 2.602], [2.654, -5.197, -2.584], [0.520, -5.645, 1.858], [1.472, -7.636, 0.731], [2.902, 2.386, -0.230], [-5.610, 3.475, -1.988], [-1.366, -1.599, 0.296], [-4.919, -1.252, 4.736], [1.093, 1.076, -1.650], [3.764, -0.770, 5.259], [5.144, -3.196, 4.300], [-4.533, 5.714, -6.324], [1.648, -0.478, 5.127], [-0.785, -2.752, -0.939], [3.083, 4.863, -0.313], [0.209, 3.265, -2.704], [0.422, 4.089, -4.257], [1.531, -3.577, 3.482], [1.265, 6.235, 0.723], [-6.585, -0.716, 2.987], [-3.048, 5.252, -7.159], [-4.452, 4.185, -7.187], [-3.502, -1.279, -3.604], [-5.355, 3.871, -4.531], [6.012, 0.300, 2.042], [-5.587, 1.889, -2.743], [2.260, -0.761, -2.797], [3.818, 0.105, 0.362], [2.541, -7.402, -1.481], [1.704, -3.196, -1.455], [-3.572, -0.518, -2.007], [-1.320, 4.375, -5.796]]}

# 2
{"formula": "C41H49CoFN17O7S3", "method": "the ωB97M-V functional and the def2-TZVPD basis", "e_tot_ha": -5726.307521, "charge": 1, "spin_multiplicity": 2, "fmax_ev_per_a": 2.27, "s_squared": 0.76, "homo_ev": -8.040, "relative_energy_kcal_mol": 42.1, "elements": ["Co", "S", "S", "S", "F", "O", "O", "O", "O", "O", "O", "O", "N", "N", "N", "N", "N", "N", "N", "N", "N", "N", "N", "N", "N", "N", "N", "N", "N", "C", "C", "C", "C", "C", "C", "C", "C", "C", "C", "C", "C", "C", "C", "C", "C", "C", "C", "C", "C", "C", "C", "C", "C", "C", "C", "C", "C", "C", "C", "C", "C", "C", "C", "C", "C", "C", "C", "C", "C", "C", "H", "H", "H", "H", "H", "H", "H", "H", "H", "H", "H", "H", "H", "H", "H", "H", "H", "H", "H", "H", "H", "H", "H", "H", "H", "H", "H", "H", "H", "H", "H", "H", "H", "H", "H", "H", "H", "H", "H", "H", "H", "H", "H", "H", "H", "H", "H", "H", "H"], "positions_angstrom": [[2.149, 0.285, 0.573], [-1.196, -8.698, -0.080], [3.966, 3.330, 3.878], [6.878, -0.641, -0.199], [-4.000, 0.637, -2.210], [1.767, -0.302, 2.570], [-1.349, -9.377, 1.190], [-1.982, -7.493, -0.245], [-1.067, -9.526, -1.258], [0.106, 0.242, 0.416], [-0.451, 3.107, 0.458], [0.934, 0.315, 4.536], [0.643, -6.760, 0.263], [3.043, 0.629, -4.405], [1.748, 2.720, -0.126], [-2.920, 0.396, 3.190], [4.427, 0.051, 0.237], [3.209, 1.814, 1.951], [-6.194, 0.910, -0.339], [3.990, 3.073, -0.649], [-8.392, 2.127, -0.630], [0.816, 1.533, -4.198], [2.032, -1.975, 0.416], [1.516, -8.927, 0.113], [1.435, 2.950, 2.982], [4.673, -1.702, -1.321], [1.161, -0.849, -4.100], [2.530, 4.829, -0.059], [1.907, 0.553, -2.254], [-2.176, 0.455, 0.912], [6.556, 0.593, 0.960], [-1.622, 0.262, 3.562], [1.136, 4.956, 0.261], [2.731, 2.587, 2.871], [-6.520, 1.051, -1.751], [-4.529, 0.701, 1.395], [4.572, 1.725, 1.996], [-8.005, 1.421, -1.876], [2.468, -0.674, -4.721], [2.118, 1.668, -4.844], [0.960, -2.647, -0.003], [3.478, 5.888, 0.156], [-3.924, 0.458, 4.237], [3.002, -2.689, 0.988], [5.217, 0.818, 1.070], [0.280, 0.223, -4.550], [1.005, 1.599, -2.754], [-8.434, 1.172, 0.513], [1.928, -4.780, 0.514], [-0.770, 0.302, 1.294], [2.791, 3.524, -0.259], [5.148, -0.788, -0.447], [0.539, -8.053, 0.120], [3.005, -4.073, 1.046], [5.161, 2.489, 2.959], [1.864, -6.247, 0.427], [3.183, 0.726, -2.957], [-4.851, 0.721, 0.043], [0.842, 0.062, 3.338], [1.326, -0.729, -2.659], [2.737, -8.448, 0.272], [0.673, 3.481, 0.214], [-3.219, 0.521, 1.858], [2.977, -7.088, 0.442], [0.857, -4.025, 0.030], [-4.166, 1.896, 4.690], [-0.565, 0.212, 2.714], [-3.788, 0.630, -0.867], [-2.491, 0.527, -0.441], [-7.249, 0.200, 0.356], [-1.688, 0.488, -1.158], [3.980, -6.709, 0.554], [-5.904, 1.850, -2.168], [3.811, -2.117, 1.416], [2.541, 2.647, -4.600], [-4.902, 1.919, 5.489], [-3.238, 2.323, 5.063], [2.993, 6.837, -0.060], [0.345, -0.819, -2.190], [2.367, -0.772, -5.804], [-7.651, 2.814, -0.437], [-0.703, 0.098, -4.084], [-8.161, 2.067, -2.740], [-8.364, 1.742, 1.441], [6.201, 2.606, 3.183], [-4.517, 2.512, 3.866], [4.056, 2.065, -0.640], [3.542, -9.172, 0.250], [7.355, 1.052, 1.502], [-6.330, 0.135, -2.327], [0.172, 0.162, -5.637], [-6.917, -0.140, 1.334], [4.815, 3.606, -0.433], [-0.027, -4.540, -0.313], [3.696, -1.932, -1.196], [5.290, -2.452, -1.593], [-5.322, 0.838, 2.110], [3.142, -1.452, -4.347], [3.568, 1.723, -2.730], [0.806, 2.383, 2.427], [3.890, -0.037, -2.627], [-3.565, -0.134, 5.081], [1.969, -1.543, -2.317], [0.152, -2.050, -0.398], [1.426, 2.575, -2.505], [-9.383, 0.633, 0.499], [1.095, 3.136, 3.913], [3.828, 5.900, 1.195], [0.039, 1.499, -2.255], [-8.638, 0.539, -1.983], [0.970, 5.391, 1.247], [-9.284, 2.619, -0.730], [4.331, 5.782, -0.512], [-4.849, -0.006, 3.891], [-1.427, 0.185, 4.624], [0.609, 5.549, -0.490], [1.988, 1.597, -5.928], [3.832, -4.584, 1.514], [-7.559, -0.691, -0.206]]}

# 3
{"formula": "C41H49N6OTi", "method": "the ωB97M-V functional and the def2-TZVPD basis", "e_tot_ha": -2844.209503, "charge": 3, "fmax_ev_per_a": 0.71, "homo_ev": -13.882, "relative_energy_kcal_mol": 14.3, "elements": ["Ti", "O", "N", "N", "N", "N", "N", "N", "C", "C", "C", "C", "C", "C", "C", "C", "C", "C", "C", "C", "C", "C", "C", "C", "C", "C", "C", "C", "C", "C", "C", "C", "C", "C", "C", "C", "C", "C", "C", "C", "C", "C", "C", "C", "C", "C", "C", "C", "C", "H", "H", "H", "H", "H", "H", "H", "H", "H", "H", "H", "H", "H", "H", "H", "H", "H", "H", "H", "H", "H", "H", "H", "H", "H", "H", "H", "H", "H", "H", "H", "H", "H", "H", "H", "H", "H", "H", "H", "H", "H", "H", "H", "H", "H", "H", "H", "H", "H"], "positions_angstrom": [[-0.047, 0.375, 0.046], [6.153, -5.036, 9.761], [-0.628, -3.708, -0.843], [-0.412, -0.084, 1.977], [2.123, -2.222, 5.580], [4.024, -2.247, 4.417], [-0.119, -1.600, -0.565], [1.931, 0.036, 0.550], [-0.242, -0.015, -4.117], [-2.147, -1.260, -3.037], [-0.483, -1.092, 4.566], [-1.482, 0.106, -3.227], [-0.384, 2.557, -0.569], [1.853, 3.627, -0.968], [-2.769, 2.865, 0.767], [-3.209, 4.039, -0.137], [-0.110, 1.740, -1.708], [3.046, 0.125, -0.169], [-1.540, -0.066, 2.700], [0.497, -3.469, -1.608], [-0.969, -2.578, -0.243], [0.811, -2.166, -1.436], [3.090, -1.664, 3.602], [3.409, -2.576, 5.604], [-2.067, 1.019, -0.855], [-1.687, 2.131, -0.060], [0.723, -1.127, 3.839], [0.742, -0.608, 2.542], [-2.489, 1.051, -3.916], [0.039, 5.017, -0.062], [-2.355, 3.378, 2.148], [1.958, -0.572, 1.788], [-1.357, -4.990, -0.757], [6.046, -4.362, 7.554], [1.110, 3.230, 1.365], [5.592, -5.149, 11.078], [4.163, -3.897, 9.005], [3.511, -3.297, 7.947], [-1.614, -0.557, 3.994], [4.262, -0.386, 0.285], [3.150, -1.108, 2.310], [-1.160, 0.813, -1.920], [5.390, -3.761, 6.514], [-4.032, 2.001, 0.934], [1.931, -1.669, 4.364], [0.624, 3.596, -0.054], [4.313, -0.997, 1.508], [4.110, -3.215, 6.690], [5.439, -4.434, 8.813], [1.604, 3.962, -1.977], [4.669, -5.727, 11.055], [2.978, 0.603, -1.136], [1.755, 2.348, 1.352], [5.879, -3.740, 5.543], [-2.667, 0.701, -4.935], [-3.449, 1.065, -3.391], [-1.819, -2.485, 0.414], [0.598, -0.486, -3.603], [-4.509, 1.772, -0.020], [-3.875, 1.066, 1.471], [2.354, 2.660, -1.035], [0.709, 1.900, -2.394], [-2.553, -0.512, 4.528], [2.576, 4.333, -0.561], [-4.065, 4.531, 0.331], [5.412, -4.163, 11.505], [-2.432, 4.782, -0.282], [-4.756, 2.574, 1.510], [6.334, -5.672, 11.668], [-0.637, -5.802, -0.761], [-2.630, -1.553, -3.971], [3.687, -3.943, 9.972], [0.295, 3.055, 2.059], [1.633, -1.620, -1.862], [5.258, -1.389, 1.868], [5.145, -0.285, -0.332], [-2.007, 2.572, 2.799], [-3.224, 3.829, 2.628], [-0.477, -0.631, -4.987], [0.855, 5.715, 0.131], [-3.016, 0.516, -0.773], [-1.587, 4.144, 2.111], [-1.925, -5.019, 0.169], [-3.529, 3.676, -1.118], [1.716, 4.044, 1.768], [7.030, -4.796, 7.430], [-0.489, -1.487, 5.577], [-2.924, -1.247, -2.267], [5.003, -2.380, 4.229], [2.523, -2.878, 8.089], [-1.414, -2.030, -2.798], [0.083, 0.959, -4.494], [-2.406, 0.347, 2.217], [-2.107, 2.074, -3.973], [-0.710, 5.181, 0.707], [-2.028, -5.089, -1.605], [-0.389, 5.270, -1.034], [0.971, -4.242, -2.194]]}

# 4
{"formula": "C41H50CaN3O4Se", "method": "the ωB97M-V functional and the def2-TZVPD basis", "e_tot_ha": -5136.831116, "charge": -1, "fmax_ev_per_a": 0.36, "homo_ev": -4.308, "elements": ["Se", "Ca", "O", "O", "O", "O", "N", "N", "N", "C", "C", "C", "C", "C", "C", "C", "C", "C", "C", "C", "C", "C", "C", "C", "C", "C", "C", "C", "C", "C", "C", "C", "C", "C", "C", "C", "C", "C", "C", "C", "C", "C", "C", "C", "C", "C", "C", "C", "C", "C", "H", "H", "H", "H", "H", "H", "H", "H", "H", "H", "H", "H", "H", "H", "H", "H", "H", "H", "H", "H", "H", "H", "H", "H", "H", "H", "H", "H", "H", "H", "H", "H", "H", "H", "H", "H", "H", "H", "H", "H", "H", "H", "H", "H", "H", "H", "H", "H", "H", "H"], "positions_angstrom": [[0.597, -1.698, 1.341], [1.814, 0.965, 1.601], [-0.388, 1.269, 1.414], [1.655, 1.859, 3.839], [2.043, 0.287, -0.550], [-0.904, 2.256, 4.536], [4.533, 0.624, 1.018], [3.341, 2.714, 2.176], [2.584, 3.678, 2.742], [4.126, -0.687, -3.982], [6.111, 2.054, -0.073], [-3.743, -0.070, 1.117], [0.744, -3.070, -1.142], [-2.226, -1.876, 1.162], [-2.739, 0.880, 1.186], [1.761, -0.810, -1.165], [0.673, 4.017, 4.160], [-3.542, -1.452, 1.101], [1.079, -1.877, -0.514], [5.072, -0.409, 0.374], [-2.045, 3.393, 1.145], [1.987, -5.250, -3.734], [0.707, -4.568, -3.229], [4.352, 2.990, 1.449], [1.738, -2.254, -3.121], [2.832, -0.043, -3.456], [-1.207, 5.847, 5.134], [-4.293, -3.868, 0.989], [3.229, 1.290, -2.806], [-4.018, 2.643, 2.437], [6.150, -0.295, -0.488], [-0.582, 3.569, 4.604], [-3.178, 2.360, 1.180], [6.678, 0.968, -0.707], [-5.535, -2.124, -0.265], [-1.181, -0.962, 1.248], [2.100, -1.049, -2.541], [5.028, 1.849, 0.786], [0.949, 5.379, 4.216], [-5.650, -2.202, 2.233], [-4.734, -2.404, 1.016], [-1.509, 4.497, 5.079], [1.929, 0.296, -4.653], [0.033, 6.296, 4.705], [-0.187, -4.231, -4.431], [1.684, 3.080, 3.572], [-1.372, 0.450, 1.290], [-4.046, 2.627, -0.065], [-0.047, -5.562, -2.342], [1.062, -3.290, -2.472], [-3.408, 2.486, 3.332], [-3.738, -4.133, 1.891], [-3.468, 2.429, -0.970], [-0.984, -5.135, -1.982], [-1.409, 3.250, 0.273], [-1.856, 2.158, 4.650], [4.786, -0.928, -3.147], [4.649, 0.009, -4.646], [-3.661, -4.074, 0.122], [1.661, -0.589, -5.233], [6.479, 3.059, -0.237], [3.721, 1.909, -3.565], [-4.366, 3.673, -0.081], [-5.104, -2.417, 3.154], [-4.769, 0.285, 1.075], [1.999, -2.407, -4.165], [-6.519, -2.866, 2.178], [2.553, -4.589, -4.392], [0.273, 7.351, 4.741], [1.004, 0.763, -4.306], [4.614, -1.375, 0.550], [-1.109, -3.754, -4.094], [6.548, -1.170, -0.982], [-1.947, 6.543, 5.508], [0.222, -3.817, -0.558], [3.920, 1.141, -1.978], [-6.396, -2.796, -0.336], [-4.888, 1.986, 2.498], [7.514, 1.096, -1.385], [-0.445, -5.138, -4.986], [2.363, 1.824, -2.422], [-6.010, -1.173, 2.287], [-1.410, 3.345, 2.026], [4.703, 4.005, 1.270], [0.556, -5.856, -1.480], [-0.281, -6.462, -2.916], [3.928, -1.605, -4.538], [-5.174, -4.512, 0.930], [-2.495, 4.391, 1.094], [1.745, -6.161, -4.291], [-4.363, 3.681, 2.444], [1.913, 5.702, 3.847], [0.314, -3.544, -5.116], [-4.940, 2.001, -0.091], [2.629, -5.518, -2.891], [-5.904, -1.097, -0.284], [-1.970, -2.927, 1.148], [2.441, 0.996, -5.320], [-4.904, -2.271, -1.144], [-2.482, 4.142, 5.404]]}